Density functional theory data (ωB97M-V with the def2-TZVPD basis set) for 3 unconnected molecules or ions with the total composition C16H25N2O11P in a non-equilibrium geometry.

## Properties
SMILES string   O=NOC(=O)O[C@@H](CP(=O)(O)O)c1ccccn1.CCOC(C)=O.CCOC(C)=O
Charge   0
HOMO-LUMO gap   8.99 eV

Positions of all 55 atoms, in Å:
O (2.487, 3.890, -1.409)
N (1.580, 4.526, -1.666)
O (1.509, 4.717, -3.180)
C (0.452, 4.076, -3.716)
O (0.481, 3.658, -4.823)
O (-0.567, 4.016, -2.870)
C (-1.737, 3.371, -3.389)
C (-1.615, 1.854, -3.423)
P (-1.183, 1.107, -1.834)
O (-2.354, 0.596, -1.117)
O (-0.166, -0.055, -2.238)
O (-0.282, 2.087, -0.976)
C (-2.893, 3.781, -2.498)
C (-4.147, 3.962, -3.068)
C (-5.193, 4.339, -2.232)
C (-4.899, 4.505, -0.886)
C (-3.621, 4.271, -0.405)
N (-2.613, 3.910, -1.203)
H (-1.925, 3.727, -4.395)
H (-0.891, 1.542, -4.172)
H (-2.560, 1.403, -3.703)
H (0.445, -0.233, -1.511)
H (-0.819, 2.828, -0.643)
H (-4.298, 3.809, -4.124)
H (-6.183, 4.516, -2.617)
H (-5.670, 4.814, -0.198)
H (-3.433, 4.380, 0.651)
O (1.887, -2.624, 1.195)
C (2.605, -2.772, 0.243)
O (2.046, -3.066, -0.943)
C (2.779, -3.080, -2.172)
C (3.471, -4.405, -2.413)
C (4.110, -2.708, 0.366)
H (3.471, -2.238, -2.215)
H (2.032, -2.910, -2.946)
H (4.217, -4.616, -1.646)
H (3.967, -4.404, -3.383)
H (2.744, -5.217, -2.392)
H (4.471, -3.679, 0.701)
H (4.356, -1.963, 1.119)
H (4.623, -2.432, -0.551)
O (-1.200, -2.874, 7.856)
C (-0.498, -2.715, 6.895)
O (-1.062, -2.673, 5.676)
C (-0.337, -2.315, 4.491)
C (0.387, -3.492, 3.877)
C (1.007, -2.636, 7.020)
H (0.333, -1.478, 4.692)
H (-1.095, -1.950, 3.801)
H (1.144, -3.895, 4.553)
H (0.876, -3.192, 2.948)
H (-0.318, -4.296, 3.664)
H (1.406, -3.649, 7.057)
H (1.241, -2.132, 7.955)
H (1.495, -2.089, 6.218)

***

Density functional theory data (ωB97M-V with the def2-TZVPD basis set) for a molecular structure, C16H25N2O2S5Tc.

## Properties
Multiplicity   4
Charge   +3
Expectation value of S²   3.767
HOMO-LUMO gap (spin up / spin down)   6.71 / 6.26 eV

Positions of all 51 atoms, in Å:
Tc (-0.102, -1.139, -0.362)
C (-0.766, -2.198, 2.665)
C (-2.122, -1.637, 2.281)
S (-2.358, -1.412, 0.485)
C (-2.906, -3.045, -0.118)
C (-1.812, -4.095, -0.223)
S (-0.445, -3.333, -1.151)
C (1.065, -4.294, -0.826)
C (2.229, -3.447, -1.317)
S (2.218, -1.694, -0.797)
C (2.954, -1.695, 0.869)
C (2.016, -2.173, 1.960)
S (0.494, -1.176, 1.841)
H (-0.633, -3.234, 2.358)
H (-0.609, -2.129, 3.743)
H (-2.266, -0.640, 2.699)
H (-2.932, -2.261, 2.659)
H (-3.344, -2.834, -1.094)
H (-3.715, -3.385, 0.529)
H (-2.167, -4.962, -0.782)
H (-1.450, -4.430, 0.748)
H (1.012, -5.225, -1.391)
H (1.122, -4.528, 0.235)
H (2.245, -3.402, -2.407)
H (3.182, -3.874, -1.003)
H (3.249, -0.655, 1.027)
H (3.868, -2.289, 0.841)
H (2.448, -2.004, 2.947)
H (1.759, -3.227, 1.865)
O (-1.054, 2.674, -0.971)
C (-0.026, 2.083, -0.724)
O (-0.058, 0.732, -0.565)
C (1.295, 2.708, -0.567)
C (2.481, 1.999, -0.753)
C (3.698, 2.641, -0.631)
C (3.738, 3.992, -0.301)
C (2.561, 4.704, -0.108)
C (1.341, 4.069, -0.252)
H (2.453, 0.961, -1.053)
H (4.621, 2.105, -0.808)
H (4.692, 4.493, -0.202)
H (2.601, 5.754, 0.149)
H (0.421, 4.615, -0.101)
N (-2.760, 4.785, -1.797)
C (-3.849, 4.257, -1.288)
N (-4.997, 4.908, -1.241)
S (-3.822, 2.628, -0.671)
H (-2.752, 5.735, -2.140)
H (-1.893, 4.258, -1.772)
H (-5.105, 5.820, -1.661)
H (-5.817, 4.499, -0.819)

***

Density functional theory data (ωB97M-V with the def2-TZVPD basis set) for 3 unconnected molecules or ions with the total composition C16H25N2S in a non-equilibrium geometry.

## Properties
Charge   +1
HOMO-LUMO gap   8.78 eV

Positions of all 44 atoms, in Å:
C (3.629, -1.126, 1.667)
C (3.483, 0.492, 2.057)
C (2.516, 1.251, 0.973)
C (1.007, 1.601, 1.505)
C (0.416, 0.592, 2.653)
C (-1.216, 0.297, 2.507)
S (-1.727, -0.330, 0.818)
H (3.908, -1.225, 0.533)
H (2.641, -1.695, 1.967)
H (4.506, -1.596, 2.296)
H (4.588, 0.932, 1.989)
H (3.158, 0.611, 3.180)
H (2.473, 0.687, -0.065)
H (3.034, 2.300, 0.735)
H (0.322, 1.687, 0.535)
H (1.024, 2.698, 1.975)
H (0.543, 1.152, 3.699)
H (0.944, -0.449, 2.725)
H (-1.862, 1.238, 2.845)
H (-1.471, -0.555, 3.301)
H (-2.815, 0.508, 0.418)
H (-2.368, -1.585, 1.071)
N (-0.871, -4.367, 0.264)
C (-1.109, -5.290, -0.693)
C (-0.651, -5.184, -1.997)
C (0.092, -4.060, -2.344)
C (0.352, -3.091, -1.381)
C (-0.145, -3.288, -0.102)
H (-1.696, -6.146, -0.375)
H (-0.870, -5.957, -2.724)
H (0.467, -3.941, -3.357)
H (0.928, -2.204, -1.619)
H (0.034, -2.562, 0.686)
N (-0.804, 3.296, -1.424)
C (-1.864, 2.461, -1.353)
C (-3.010, 2.603, -2.119)
C (-3.077, 3.667, -3.012)
C (-2.002, 4.545, -3.107)
C (-0.898, 4.319, -2.301)
H (-1.765, 1.648, -0.639)
H (-3.830, 1.900, -2.022)
H (-3.959, 3.811, -3.629)
H (-2.024, 5.384, -3.793)
H (-0.032, 4.974, -2.341)

***

Density functional theory data (ωB97M-V with the def2-TZVPD basis set) for a single C16H25N3O3S molecule.

## Properties
SMILES string   CC(C)Cc1c(O)nc(SCC(=O)N2CCCCCC2)[nH]c1=O
Relative energy (zero: lowest compared OMol25 entry of this formula, charge and spin)   0.438 eV
Charge   0
HOMO-LUMO gap   8.92 eV

Positions of all 48 atoms, in Å:
C (7.489, 0.356, -0.074)
H (7.828, -0.586, -0.498)
H (8.139, 0.610, 0.759)
C (6.041, 0.245, 0.394)
C (5.581, 1.559, 1.017)
H (5.592, 2.354, 0.274)
H (4.569, 1.470, 1.408)
H (6.239, 1.841, 1.836)
H (5.972, -0.550, 1.143)
C (5.143, -0.145, -0.792)
C (3.720, -0.363, -0.374)
C (2.721, 0.531, -0.650)
N (1.425, 0.360, -0.271)
C (1.131, -0.705, 0.401)
N (2.036, -1.645, 0.725)
C (3.400, -1.557, 0.362)
O (4.148, -2.455, 0.682)
H (1.761, -2.465, 1.254)
S (-0.515, -0.982, 0.926)
C (-1.305, 0.528, 0.276)
C (-2.680, 0.766, 0.893)
O (-2.864, 1.765, 1.562)
N (-3.648, -0.143, 0.668)
C (-3.503, -1.337, -0.135)
H (-3.271, -2.193, 0.514)
C (-4.749, -1.659, -0.968)
C (-5.374, -0.429, -1.632)
H (-4.594, 0.289, -1.895)
H (-5.860, -0.741, -2.559)
C (-6.423, 0.249, -0.751)
H (-6.976, 0.973, -1.352)
C (-5.838, 0.974, 0.458)
H (-6.655, 1.341, 1.081)
H (-5.257, 1.838, 0.131)
C (-4.926, 0.094, 1.315)
H (-4.719, 0.614, 2.254)
H (-5.395, -0.865, 1.536)
H (-7.137, -0.506, -0.411)
H (-4.441, -2.375, -1.732)
H (-5.502, -2.154, -0.353)
H (-2.664, -1.204, -0.818)
H (-0.665, 1.362, 0.560)
H (-1.342, 0.452, -0.811)
O (2.958, 1.657, -1.339)
H (2.125, 2.144, -1.416)
H (5.177, 0.637, -1.551)
H (5.520, -1.078, -1.216)
H (7.584, 1.130, -0.833)

***

Density functional theory data (ωB97M-V with the def2-TZVPD basis set) for a molecular structure, C16H25N5O5Tm in a non-equilibrium geometry.

## Properties
Multiplicity   3
Charge   +1
Expectation value of S²   2.003
HOMO-LUMO gap (spin up / spin down)   3.74 / 3.73 eV

Positions of all 52 atoms, in Å:
O (-2.912, 0.901, 2.520)
H (-3.351, 0.440, 3.258)
Tm (-0.167, -0.250, 0.738)
N (-0.075, 1.285, -1.054)
N (-0.375, 1.926, 1.361)
O (0.204, 0.956, -2.428)
O (-0.632, 2.196, 2.724)
C (-0.119, 2.622, -0.817)
C (-0.390, 2.987, 0.535)
C (0.241, 3.681, -1.815)
C (-0.615, 4.378, 1.016)
H (0.436, 3.226, -2.780)
H (1.136, 4.222, -1.475)
H (-0.554, 4.425, -1.916)
H (-0.755, 4.431, 2.099)
H (-1.517, 4.775, 0.526)
H (0.241, 5.016, 0.747)
H (1.179, 1.042, -2.521)
H (-1.538, 1.747, 2.840)
O (0.988, -0.225, 2.558)
H (1.799, -0.772, 2.617)
H (0.929, 0.665, 2.978)
C (-2.418, -0.162, 1.559)
H (-1.679, -0.769, 2.092)
H (-2.177, 0.282, 0.596)
H (-3.191, -0.869, 1.333)
O (-2.215, -0.837, -2.816)
H (-1.332, -0.337, -2.895)
H (-1.763, -1.723, -2.807)
C (5.149, -1.237, -2.249)
C (4.033, -0.857, -3.020)
C (2.753, -1.012, -2.486)
C (2.612, -1.547, -1.194)
C (3.722, -1.978, -0.444)
C (5.002, -1.808, -0.968)
N (1.345, -1.553, -0.633)
N (1.278, -2.284, 0.527)
C (0.185, -3.149, 0.451)
C (0.393, -4.518, 0.577)
C (-0.726, -5.346, 0.555)
C (-1.993, -4.756, 0.435)
C (-2.101, -3.368, 0.330)
N (-1.019, -2.551, 0.291)
H (6.153, -1.090, -2.661)
H (4.145, -0.454, -4.035)
H (1.841, -0.770, -3.023)
H (3.510, -2.410, 0.538)
H (5.860, -2.126, -0.376)
H (1.440, -4.811, 0.680)
H (-0.596, -6.421, 0.629)
H (-2.904, -5.356, 0.423)
H (-3.064, -2.857, 0.275)